No. 1
Entry from the OMol25 dataset: a structure of composition C5H8O (wB97M-V/def2-TZVPD).

## Properties
charge = 0
LUMO level = -0.29 eV
relative energy (zero: lowest compared OMol25 entry of this formula, charge and spin) = 137.78 kcal per mole

Positions of all 14 atoms, in Å:
C  0.418  -1.636  -1.094
C  1.170  -1.780  -0.006
C  -0.596  1.097  -0.702
C  0.316  1.647  0.358
O  -0.525  1.291  1.468
C  -1.486  0.875  0.488
H  0.815  -1.232  -2.021
H  -0.629  -1.929  -1.108
H  0.773  -2.188  0.920
H  2.222  -1.501  -0.001
H  1.318  1.203  0.401
H  0.422  2.738  0.236
H  -1.866  -0.144  0.636
H  -2.352  1.558  0.425

No. 2
Entry from the OMol25 dataset: the molecule C5H8O (wB97M-V/def2-TZVPD).

## Properties
charge = 0
LUMO level = 0.86 eV
relative energy (zero: lowest compared OMol25 entry of this formula, charge and spin) = 141.91 kcal per mole

Positions of all 14 atoms, in Å:
C  -0.171  -1.237  -1.067
C  -0.103  -1.039  0.381
C  0.830  0.055  0.884
C  0.175  1.345  0.344
C  -0.605  0.866  -0.860
O  -1.319  -0.425  -0.119
H  0.581  -0.924  -1.767
H  -0.792  -2.070  -1.395
H  -0.323  -1.876  1.043
H  0.901  0.044  1.976
H  1.833  -0.102  0.475
H  -0.447  1.790  1.142
H  0.921  2.088  0.048
H  -1.480  1.486  -1.086

No. 3
Entry from the OMol25 dataset: a structure of composition C5H8O (wB97M-V/def2-TZVPD).

## Properties
charge = 0
LUMO level = 1.13 eV
relative energy (zero: lowest compared OMol25 entry of this formula, charge and spin) = 131.47 kcal per mole

Positions of all 14 atoms, in Å:
C  1.484  -0.111  0.640
C  0.789  0.854  -0.087
C  -0.936  0.239  -1.040
C  -1.296  -0.764  -0.147
O  -1.202  0.054  0.993
C  -0.656  1.101  0.140
H  1.237  -0.244  1.690
H  2.518  -0.316  0.368
H  0.779  -1.353  0.296
H  1.238  1.355  -0.942
H  -0.832  0.344  -2.109
H  -0.066  -1.646  0.032
H  -1.985  -1.602  -0.168
H  -1.072  2.088  0.334

No. 4
Entry from the OMol25 dataset: the molecule C5H8O at a distorted geometry (wB97M-V/def2-TZVPD).

## Properties
charge = 0
LUMO level = 1.12 eV
relative energy (zero: lowest compared OMol25 entry of this formula, charge and spin) = 128.49 kcal per mole

Positions of all 14 atoms, in Å:
C  0.269  -1.017  -0.623
C  -1.121  -0.618  -0.089
C  -0.892  0.776  0.449
O  0.329  0.714  1.230
C  0.186  1.553  -0.178
C  1.286  -0.224  0.181
H  0.344  -0.764  -1.683
H  0.449  -2.090  -0.496
H  -1.884  -0.640  -0.871
H  -1.445  -1.287  0.718
H  -1.701  1.275  0.983
H  0.185  2.597  0.143
H  2.086  0.218  -0.426
H  1.718  -0.760  1.019

Number 1: frontier orbital gap 8.712 eV. Number 2: frontier orbital gap 7.691 eV. Number 3: frontier orbital gap 9.708 eV. Number 4: frontier orbital gap 8.656 eV.